DFT (ωB97M-V/def2-TZVPD) results for a cluster of 3 separate species, C17H20BrFN2O5Si in total in a non-equilibrium geometry.

```
47
Properties=species:S:1:pos:R:3:lowdin_charge:R:1
C 0.01792 3.47001 3.81576 -0.12
C -0.42817 2.45346 2.76448 -0.36
C 0.36526 1.12837 2.79552 -0.79
Br -0.65044 -0.19412 1.75808 0.71
Si 0.84267 0.47838 4.52087 0.69
C 0.46257 -1.36246 4.77467 -0.24
C -0.93644 -1.58927 5.22405 -0.65
O -1.33375 -1.17239 6.20449 0.18
F -1.73342 -2.29946 4.45377 0.11
H -0.23164 4.46387 3.48638 0.07
H 1.09338 3.46385 3.94340 0.07
H -0.46308 3.25086 4.75316 0.05
H -0.24068 2.90093 1.79952 0.09
H -1.47896 2.22441 2.83081 0.09
H 1.28475 1.31671 2.26323 0.05
H 2.31192 0.60831 4.65110 -0.02
H 0.19585 1.26889 5.57469 0.00
H 1.08596 -1.68464 5.59603 0.09
H 0.72987 -1.96922 3.92192 0.07
C 2.49029 1.31733 -2.77327 -0.07
C 2.15585 2.52102 -3.37923 -0.06
C 0.99739 3.18648 -3.01117 0.00
C 0.18839 2.63452 -2.03476 -0.15
C 0.50332 1.43259 -1.42778 -0.02
C 1.66235 0.77320 -1.80093 -0.07
N -1.03079 3.34823 -1.62256 -0.35
O -1.29159 4.39413 -2.18741 0.08
O -1.70149 2.85217 -0.73506 0.07
H 3.39775 0.80188 -3.05939 0.11
H 2.80038 2.94316 -4.13799 0.11
H 0.73784 4.12308 -3.48230 0.12
H -0.13548 1.00149 -0.67073 0.04
H 1.92132 -0.16693 -1.33247 0.10
C -2.40523 -4.14086 -2.09330 -0.07
C -1.22208 -3.78620 -1.46071 -0.06
C -0.17072 -3.26559 -2.19741 -0.01
C -0.31958 -3.10308 -3.56245 -0.15
C -1.48975 -3.45795 -4.20823 0.00
C -2.53668 -3.98033 -3.46612 -0.06
N 0.78603 -2.52994 -4.34827 -0.35
O 1.81281 -2.24444 -3.75860 0.06
O 0.60694 -2.37391 -5.54067 0.08
H -3.22746 -4.54199 -1.51516 0.11
H -1.11995 -3.91251 -0.39142 0.11
H 0.74843 -2.99215 -1.70027 0.12
H -1.59389 -3.33061 -5.27561 0.12
H -3.45798 -4.25932 -3.95865 0.11
```

Its HOMO-LUMO gap is 9.508 eV. Its maximum force is 5.823 eV/Å. The SMILES is CC[C@H](Br)[SiH2]CC(=O)F.O=[N+]([O-])c1ccccc1.O=[N+]([O-])c1ccccc1. The value obtained for the highest occupied orbital energy is -10.084 eV. Its spin multiplicity is 1. Its total energy is -4108.70100 hartree.

***

DFT (ωB97M-V/def2-TZVPD) results for a structure of composition C17H20Cl5N8O7S4Ta in a non-equilibrium geometry.

```
62
Properties=species:S:1:pos:R:3:lowdin_charge:R:1
Ta 0.02016 -0.32350 -0.10799 1.74
Cl -6.35927 0.41132 -3.91747 0.69
C -4.75738 0.18579 -3.33386 -0.71
C -4.22378 1.06299 -2.39562 -0.69
Cl -5.13941 2.41015 -1.84694 0.71
C -2.94738 0.84572 -1.89181 -0.61
Cl -2.24570 1.95640 -0.78358 0.77
C -2.19765 -0.26873 -2.28216 -0.43
O -1.02196 -0.54787 -1.72074 -0.34
C -2.70277 -1.08422 -3.29751 -0.59
Cl -1.72000 -2.35064 -3.90537 0.83
C -3.98327 -0.87439 -3.79994 -0.70
Cl -4.61601 -1.94398 -4.98713 0.71
N -2.36864 1.54696 2.58565 0.04
N -2.10591 0.32546 3.20795 -0.07
C -2.10630 -0.81407 2.52904 -0.77
N -1.84566 -1.93362 3.21492 0.14
S -2.45387 -0.90043 0.85081 0.74
H -1.48492 1.97227 2.31919 0.05
H -2.85655 2.14050 3.24275 0.10
H -1.57034 0.35137 4.06803 0.14
H -1.44032 -1.85853 4.13669 0.12
H -1.53342 -2.71346 2.65579 0.08
N 2.92504 -2.54078 -3.40942 -0.06
N 1.56118 -2.12008 -3.30587 -0.08
H 2.99265 -3.53655 -3.59254 0.06
H 3.37482 -2.36146 -2.52076 0.02
H 0.95584 -2.87006 -2.98208 0.01
H 1.25312 -1.84870 -4.22995 0.05
N -6.26958 -3.62429 0.67159 0.11
C -4.92911 -3.77385 0.37389 -0.32
C -4.45406 -3.50274 -0.91220 -0.02
C -3.11834 -3.67299 -1.21329 -0.08
C -2.24117 -4.11244 -0.23238 -0.33
C -2.70643 -4.43348 1.03675 -0.09
C -4.04055 -4.26373 1.33945 -0.03
S -0.54219 -4.22863 -0.57681 0.60
O -0.36327 -4.36659 -1.99789 -0.32
O 0.05604 -5.22076 0.28418 -0.32
N 0.04570 -2.76924 -0.09559 -0.19
C 1.38471 -2.67847 -0.10415 -0.76
S 2.65323 -3.79706 0.21867 1.11
C 3.79539 -2.47904 0.12192 -0.36
C 3.18406 -1.31023 -0.12588 -0.21
N 1.81972 -1.43908 -0.29220 -0.16
H -6.79762 -3.01599 0.06865 0.09
H -6.50563 -3.53072 1.64497 0.09
H -5.14083 -3.16028 -1.67765 0.12
H -2.74563 -3.47486 -2.20861 0.04
H -2.02256 -4.83198 1.77594 0.12
H -4.41002 -4.51388 2.32659 0.12
H 4.84944 -2.65559 0.25198 0.07
H 3.64091 -0.33784 -0.20547 0.12
O 0.48596 0.90676 3.63810 -0.28
S 0.96995 0.56455 2.33121 0.37
O 0.63763 -0.87698 1.94492 -0.44
O 0.03695 1.20531 1.23196 -0.53
O 2.33202 0.88816 2.02637 -0.27
C 1.20294 1.05446 -1.26035 -0.24
H 0.56207 1.86570 -1.61727 0.00
H 1.59837 0.52149 -2.12930 0.01
H 2.01432 1.49249 -0.67625 0.02
```

Its HOMO-LUMO gap is 8.082 eV. Its maximum force is 1.255 eV/Å. The value obtained for the highest occupied orbital energy is -8.680 eV. Its spin multiplicity is 1. Its total energy is -5575.39920 hartree. The relative energy (zero: lowest compared OMol25 entry of this formula, charge and spin) is 8.0 kcal per mole.

***

DFT (ωB97M-V/def2-TZVPD) results for an isolated molecule of C17H20ClN3O in a non-equilibrium geometry.

```
42
Properties=species:S:1:pos:R:3:lowdin_charge:R:1
Cl -6.43826 -1.40584 -0.78362 0.66
C -5.13139 -0.41028 -0.23665 -0.67
C -3.84423 -0.92243 -0.23590 -0.06
C -2.78827 -0.13600 0.20157 -0.20
C -3.04374 1.16210 0.63222 -0.04
C -4.33174 1.66290 0.62392 -0.07
C -5.38957 0.88019 0.19075 -0.12
H -6.39765 1.26341 0.18375 0.10
H -4.52111 2.67210 0.95803 0.11
H -2.21807 1.77127 0.96606 0.11
C -1.38453 -0.67651 0.22098 -0.23
H -1.37737 -1.66377 -0.24374 0.14
C -0.82446 -0.73926 1.66291 -0.10
C 0.38502 0.19978 1.66123 -0.17
N 0.10942 1.10479 0.55746 -0.17
C 1.16536 2.00560 0.19382 -0.10
C 2.43902 1.38884 -0.29699 -0.31
N 2.76432 0.13591 -0.37836 0.20
C 4.03479 0.17146 -0.88581 -0.35
N 4.45390 1.38355 -1.09984 0.13
O 3.42167 2.19332 -0.72189 0.04
C 4.84715 -1.04605 -1.11487 -0.10
C 5.23038 -1.65922 0.21818 -0.30
C 6.50756 -2.43228 0.33585 -0.12
C 6.38414 -1.08562 0.98205 -0.12
H 6.91775 -0.25794 0.54013 0.10
H 6.31734 -1.03420 2.05812 0.10
H 6.52190 -3.30768 0.96695 0.10
H 7.13052 -2.51989 -0.54109 0.10
H 4.37786 -2.00666 0.78868 0.13
H 4.25847 -1.76138 -1.69411 0.13
H 5.73822 -0.76614 -1.67627 0.12
H 1.41224 2.62371 1.06543 0.14
H 0.79845 2.67737 -0.59096 0.14
C -0.40633 0.26126 -0.50562 -0.14
H 0.39172 -0.32582 -0.98227 0.11
H -0.90234 0.87278 -1.26216 0.13
H 1.31059 -0.36807 1.49390 0.10
H 0.47867 0.76743 2.58927 0.12
H -1.57921 -0.39491 2.36877 0.11
H -0.53826 -1.75244 1.93733 0.11
H -3.67048 -1.93225 -0.57554 0.11
```

Its HOMO-LUMO gap is 9.550 eV. Its maximum force is 1.254 eV/Å. The SMILES is Clc1cccc([C@@H]2CCN(Cc3nc(CC4CC4)no3)C2)c1. The value obtained for the highest occupied orbital energy is -8.829 eV. Its spin multiplicity is 1. Its total energy is -1359.44716 hartree. The relative energy (zero: lowest compared OMol25 entry of this formula, charge and spin) is 17.1 kcal per mole.

***

DFT (ωB97M-V/def2-TZVPD) results for an isolated molecule of C17H20ClN3O3 in a non-equilibrium geometry.

```
44
Properties=species:S:1:pos:R:3:lowdin_charge:R:1
O -1.06733 0.86824 2.70156 0.07
O -2.17499 -2.28736 -0.37907 0.09
Cl -6.62741 -1.41454 3.04147 0.62
O 3.06259 1.91188 -3.19598 -0.08
C -0.96213 0.26951 1.64248 -0.44
C -1.57653 -1.31053 0.02990 -0.45
C -0.02685 0.85031 0.73837 0.06
C 0.21072 0.22434 -0.44167 -0.27
C -4.32204 -2.49109 4.11663 -0.09
C -3.97373 -1.09297 2.21878 -0.01
C -2.94352 -2.80806 4.14579 -0.03
C -4.86776 -1.64170 3.13991 -0.62
C -2.60678 -1.39893 2.23409 -0.16
C -2.05692 -2.25875 3.21575 -0.18
N -0.58116 -0.83843 -0.76098 0.20
N -1.79467 -0.75568 1.28501 0.11
N 1.17025 0.64952 -1.34064 -0.06
C -0.60418 -2.65849 3.32818 -0.02
C 1.39924 2.20487 -4.84715 -0.04
C 4.71264 2.06307 -1.43635 -0.04
C 0.80400 0.91754 -2.74366 -0.09
C 2.40443 1.32048 -0.84801 -0.10
C 1.64062 2.07522 -3.32396 -0.36
C 3.46633 1.32109 -1.94549 -0.36
H 0.47562 1.76319 1.03967 0.13
H -5.05214 -2.99867 4.79570 0.11
H -4.36742 -0.41671 1.44161 0.13
H -2.54159 -3.49444 4.87765 0.11
H -0.32296 -1.43682 -1.52887 0.17
H -0.04655 -1.84505 3.74112 0.08
H -0.41341 -3.52862 3.98281 0.09
H -0.22299 -2.90139 2.34305 0.08
H 0.33935 2.48050 -5.06473 0.09
H 1.66265 1.26201 -5.35443 0.08
H 2.04499 2.98636 -5.28898 0.09
H 5.07691 1.56032 -0.52533 0.09
H 4.41964 3.11211 -1.20484 0.09
H 5.53772 2.12520 -2.14824 0.08
H 1.00283 0.02540 -3.35099 0.13
H -0.26342 1.20278 -2.77904 0.14
H 2.17568 2.34431 -0.54772 0.13
H 2.77088 0.75450 0.03940 0.15
H 1.29517 2.98058 -2.86549 0.14
H 3.74419 0.30490 -2.17732 0.14
```

Its HOMO-LUMO gap is 9.109 eV. Its maximum force is 3.607 eV/Å. The SMILES is Cc1ccc(Cl)cc1-n1c(=O)cc(N2C[C@H](C)O[C@@H](C)C2)[nH]c1=O. The value obtained for the highest occupied orbital energy is -8.647 eV. Its spin multiplicity is 1. Its total energy is -1510.00057 hartree. The relative energy (zero: lowest compared OMol25 entry of this formula, charge and spin) is 18.1 kcal per mole.

***

DFT (ωB97M-V/def2-TZVPD) results for an isolated molecule of C17H20ClN3O3S2 in a non-equilibrium geometry.

```
46
Properties=species:S:1:pos:R:3:lowdin_charge:R:1
O -2.72381 2.22036 0.90391 0.11
O 0.93516 -0.38269 1.55698 0.09
S 3.08549 -2.73201 -1.81635 0.62
Cl -3.10456 -0.62837 7.08631 0.64
O -0.87729 1.84576 -0.39442 0.15
S 3.74910 0.19127 -1.85139 0.98
C -1.60216 1.73053 0.73541 -0.42
C 0.14467 0.42791 1.05460 -0.41
C 2.61090 -1.15346 -1.65131 -1.06
C -1.76288 -1.09387 4.71606 -0.07
C -2.60898 1.10639 5.03293 -0.10
C -1.22790 -0.72731 3.47922 0.00
C -2.13580 1.46672 3.74825 0.01
C -2.45951 -0.16604 5.50806 -0.65
C -1.45309 0.53604 2.96896 -0.16
N -0.97949 0.89860 1.66878 0.15
N 0.25127 1.06886 -0.16790 0.05
N 1.27555 -0.73414 -1.44130 -0.10
C -0.82652 -0.93632 -3.72947 -0.06
C -1.39509 -3.25396 -2.74661 -0.06
C 3.00014 1.83869 0.15298 -0.11
C 2.46534 2.66006 -2.11820 -0.08
C 0.13680 -1.67834 -1.45708 -0.16
C 1.12318 0.71053 -1.28147 -0.21
C -0.28650 -2.15159 -2.88253 -0.38
C 2.51328 1.41662 -1.21755 -0.69
H -1.53980 -2.10557 5.05778 0.11
H -3.15427 1.87285 5.60899 0.12
H -0.65944 -1.41966 2.90884 0.10
H -2.33266 2.48421 3.34139 0.13
H -1.58696 -0.34668 -3.14818 0.09
H -0.01490 -0.27863 -3.99471 0.05
H -1.27328 -1.36339 -4.63463 0.07
H -1.84131 -3.42219 -3.71938 0.07
H -2.10539 -2.95553 -1.97883 0.08
H -0.89849 -4.17461 -2.42862 0.08
H 2.30352 2.58703 0.55910 0.09
H 4.00862 2.26413 0.12912 0.09
H 3.04521 0.97894 0.85213 0.09
H 1.61328 3.24374 -1.84467 0.08
H 2.34695 2.31627 -3.17273 0.10
H 3.36793 3.24444 -2.01948 0.08
H -0.73553 -1.23407 -0.99523 0.12
H 0.38086 -2.56302 -0.87109 0.11
H 0.62222 1.01602 -2.16882 0.14
H 0.60612 -2.62452 -3.33786 0.11
```

Its HOMO-LUMO gap is 8.951 eV. Its maximum force is 5.146 eV/Å. The SMILES is CC(C)CN1C(=S)SC(C)(C)[C@@H]1n1oc(=O)n(-c2ccc(Cl)cc2)c1=O. The value obtained for the highest occupied orbital energy is -8.554 eV. Its spin multiplicity is 1. Its total energy is -2306.34862 hartree. The relative energy (zero: lowest compared OMol25 entry of this formula, charge and spin) is 7.6 kcal per mole.

***

DFT (ωB97M-V/def2-TZVPD) results for a structure of composition C17H20FeI2O2S2.

```
44
Properties=species:S:1:pos:R:3:mulliken_spin:R:1
Fe -0.03718 0.02962 0.04596 3.74
O -0.88565 1.61510 -0.54388 0.07
S -0.80876 2.99404 -1.23314 0.02
C 0.50768 3.87577 -0.34297 0.01
C 1.67542 3.02715 0.14211 0.02
C 2.68316 2.61101 -0.93411 0.01
C 3.74481 1.64106 -0.40003 0.05
S 3.18948 -0.07365 -0.68048 0.06
O 1.94759 -0.29893 0.16366 0.03
C 4.49231 -0.95937 0.12665 0.29
C 4.23450 -1.69163 1.29550 -0.03
C 5.27174 -2.38389 1.85939 0.21
C 6.56412 -2.37982 1.23417 0.25
C 6.80000 -1.66034 0.04119 0.08
C 5.77313 -0.96409 -0.52188 0.07
C -0.05824 2.68208 -2.81671 0.01
C 0.30619 3.77947 -3.58837 0.00
C 0.84601 3.55908 -4.84661 0.00
C 0.99855 2.26333 -5.32524 0.00
C 0.59540 1.17948 -4.55682 0.00
C 0.05369 1.38435 -3.29424 0.03
H -0.01137 4.33087 0.50163 0.00
H 0.81517 4.68308 -1.01058 0.00
H 1.29117 2.15792 0.68475 0.00
H 2.19400 3.61796 0.90102 0.00
H 3.21028 3.49632 -1.29435 0.00
H 2.19337 2.18265 -1.81168 0.00
H 3.94737 1.75545 0.66627 0.00
H 4.68064 1.71393 -0.95839 0.00
H 3.24960 -1.68050 1.74064 0.00
H 5.13592 -2.93677 2.78010 0.01
H 7.36781 -2.94954 1.68670 0.00
H 7.77860 -1.68213 -0.41922 0.01
H 5.91567 -0.43117 -1.45467 0.00
H 0.15779 4.79408 -3.23757 0.00
H 1.13050 4.40294 -5.46024 0.00
H 1.40531 2.10074 -6.31412 0.00
H 0.67278 0.17632 -4.95427 0.00
H -0.32334 0.54700 -2.71908 -0.02
I -1.33289 -0.75165 2.35449 0.06
C -2.32823 -2.18027 1.12730 -0.01
I -1.45239 -2.17033 -0.81557 0.05
H -3.36904 -1.89173 1.03550 0.00
H -2.20341 -3.16592 1.56038 0.00
```

Its HOMO-LUMO gap (alpha / beta) is 7.590 / 3.772 eV. Its maximum force is 0.065 eV/Å. The value obtained for the highest occupied orbital energy (alpha / beta) is -17.340 / -17.350 eV. Its spin multiplicity is 6. Its total energy is -3464.66728 hartree. The total charge is +3. The relative energy (zero: lowest compared OMol25 entry of this formula, charge and spin) is 0.0 kcal per mole.

***

What is the formula in the sixth record? C17H20FeI2O2S2

***

Which of these has the lowest maximum force? C17H20FeI2O2S2

***

What is the maximum force in the sixth record? 0.065 eV/Å